<one>
Computed, not measured: a gas-phase ion, CH4FN2O (charge +1), with ωB97M-V/def2-TZVPD.

charge	+1
molar mass	79.05	u
structure (SMILES)	N/C(F)=[NH+]/O
gap between HOMO and LUMO	11.2	eV
HOMO level	-15.64	eV

Each atom is followed by the atoms it is bonded to, with distances in Å.
Atoms and positions in Å:
1 N 1.3416 -0.3772 -0.0125  C4 1.326, H6 1.041, H7 1.010
2 O -2.2716 -0.2550 -0.0775  N5 1.363, H9 0.988
3 F -0.1964 -1.8891 0.0416  C4 1.235
4 C 0.0539 -0.6803 0.0786  N1 1.326, F3 1.235, N5 1.478
5 N -1.0540 0.2899 0.2008  O2 1.363, C4 1.478, H8 0.998
6 H 1.9713 -1.1920 -0.1677  N1 1.041
7 H 1.5125 0.6179 0.0225  N1 1.010
8 H -0.9054 1.2202 -0.1296  N5 0.998
9 H -2.9735 0.0497 0.5470  O2 0.988

<two>
Computed, not measured: 2 unconnected molecules or ions with the total composition CH4FN2O, with ωB97M-V/def2-TZVPD.

charge	+1
molar mass	79.05	u
gap between HOMO and LUMO (alpha / beta)	6.5 / 6.5	eV
HOMO level (alpha / beta)	-16.74 / -16.73	eV

Each atom is followed by the atoms it is bonded to, with distances in Å.
Atoms and positions in Å:
1 H 0.3951 -1.5965 0.8721  N4 1.124
2 N 2.0813 -0.5611 0.0929  N4 1.249, O7 1.148
3 H -0.6347 0.5146 0.8316  C6 1.084
4 N 0.8662 -0.7379 0.3208  H1 1.124, N2 1.249, C6 1.474
5 H -0.9962 -0.2102 -0.4879  C6 1.031
6 C -0.1533 0.2398 -0.1003  H3 1.084, N4 1.474, H5 1.031, H9 1.076
7 O 3.1483 -0.9849 0.0747  N2 1.148
8 F 2.4127 1.9087 -0.1796  no bonds
9 H 0.2155 0.9802 -0.7888  C6 1.076

Need the numbers? Relative energies in kcal/mol: <one> 0.0; <two> 173.4.

<one>
Computed, not measured: 2 unconnected molecules or ions with the total composition C2H2N2OS, with ωB97M-V/def2-TZVPD.

molar mass	102.12	u
structure (SMILES)	C#[N+][S-].N=C=O
gap between HOMO and LUMO	8.9	eV
HOMO level	-8.76	eV

Each atom is followed by the atoms it is bonded to, with distances in Å.
Atoms and positions in Å:
1 N 1.7387 -0.6413 0.2076  S5 1.492, C8 1.173
2 N -1.1414 1.3541 -0.3079  H4 1.022, C6 1.153
3 O -1.8610 -0.3873 1.0152  C6 1.165
4 H -0.8896 1.7161 -1.2302  N2 1.022
5 S 3.1295 -0.2122 0.5357  N1 1.492
6 C -1.4196 0.4057 0.2853  N2 1.153, O3 1.165
7 H -0.1565 -1.4199 -0.4939  C8 1.082
8 C 0.5998 -0.8152 -0.0119  N1 1.173, H7 1.082

<two>
Computed, not measured: 2 unconnected molecules or ions with the total composition C2H2N2OS, with ωB97M-V/def2-TZVPD.

molar mass	102.12	u
structure (SMILES)	C#[N+][S-].N=C=O
gap between HOMO and LUMO	8.8	eV
HOMO level	-8.70	eV

Each atom is followed by the atoms it is bonded to, with distances in Å.
Atoms and positions in Å:
1 H 0.2558 -1.5767 0.6735  C7 1.009
2 C -1.5167 0.3615 -0.2718  O5 1.161, N6 1.194
3 N 1.9917 -0.7280 -0.2119  S4 1.537, C7 1.183
4 S 3.0991 0.2254 -0.6898  N3 1.537
5 O -1.5478 -0.7433 -0.6269  C2 1.161
6 N -1.8820 1.3935 0.2040  C2 1.194, H8 0.917
7 C 1.1581 -1.1571 0.5092  H1 1.009, N3 1.183
8 H -1.5581 2.2248 0.4138  N6 0.917

Need the numbers? Relative energies in kcal/mol: <one> 1.4; <two> 0.0.